Entry 1:
Molecular formula: C27H67NO7
Method: DFT, wB97M-V/def2-TZVPD

Last column: Löwdin charge in e.
Positions of all 102 atoms, in Å:
C  -20.64305  -28.23711  -4.56197  0.002
C  -21.19494  -29.62752  -4.76255  -0.427
C  -22.73218  -29.41052  -4.95653  -0.133
C  -23.24747  -28.85101  -6.32684  -0.160
C  -22.77933  -29.81304  -7.44369  -0.120
C  -21.20808  -30.08407  -7.41907  -0.365
N  -20.80749  -30.41527  -5.99319  0.120
O  -19.48334  -30.80327  -5.91397  0.112
C  -21.01690  -31.37127  -8.28622  0.002
C  -20.47974  -28.79601  -7.96974  0.019
C  -21.14930  -30.47836  -3.44857  -0.003
H  -19.55943  -28.32551  -4.48419  0.097
H  -20.87456  -27.68389  -3.65178  0.121
H  -20.88198  -27.68637  -5.47175  0.078
H  -23.33960  -30.29119  -4.74781  0.122
H  -23.14922  -28.66108  -4.28383  0.128
H  -22.85858  -27.84588  -6.48985  0.096
H  -24.32994  -28.81520  -6.44960  0.125
H  -23.13632  -29.26384  -8.31491  0.101
H  -23.43214  -30.68161  -7.35699  0.126
H  -21.42976  -31.22639  -9.28455  0.093
H  -19.95815  -31.62524  -8.33776  0.085
H  -21.41192  -32.23575  -7.75262  0.096
H  -20.47787  -28.63289  -9.04746  0.110
H  -20.99164  -27.86511  -7.72582  0.055
H  -19.46565  -28.69706  -7.58253  0.079
H  -21.40598  -29.86646  -2.58382  0.102
H  -20.11823  -30.75216  -3.22489  0.086
H  -21.69612  -31.42066  -3.41436  0.097
H  -19.20122  -29.90363  -6.09465  0.107
C  -22.72760  -24.22965  -9.67430  -0.031
C  -22.69386  -25.71651  -9.52456  -0.528
C  -24.02387  -26.39756  -9.74149  -0.034
O  -21.76451  -26.13507  -10.48356  -0.063
H  -21.90201  -23.75871  -9.14072  0.066
H  -23.62901  -23.84521  -9.19704  0.076
H  -22.70501  -24.03381  -10.74633  0.095
H  -22.31282  -25.96198  -8.53328  0.102
H  -24.81108  -25.93503  -9.14612  0.076
H  -23.86344  -27.46452  -9.58666  0.062
H  -24.25450  -26.35062  -10.80577  0.077
H  -22.27365  -26.52609  -11.19734  0.030
C  -21.19214  -24.98629  -14.12087  -0.032
C  -21.72864  -25.65665  -15.38631  -0.495
C  -20.90798  -26.76422  -15.93526  -0.055
O  -23.05863  -26.00512  -15.04918  -0.063
H  -20.16575  -24.63388  -14.22304  0.088
H  -21.17144  -25.66615  -13.26913  0.064
H  -21.85208  -24.17412  -13.81598  0.087
H  -21.82440  -24.95809  -16.21755  0.138
H  -20.06966  -26.24824  -16.40333  0.090
H  -21.47621  -27.43009  -16.58474  0.090
H  -20.42169  -27.40664  -15.20115  0.079
H  -23.58926  -25.77603  -15.81569  0.111
C  -18.57605  -23.58175  -9.04125  -0.052
C  -18.47804  -24.45611  -7.88419  -0.487
C  -19.40283  -25.61232  -7.90362  -0.077
O  -17.12581  -25.04952  -7.79028  -0.055
H  -18.49951  -24.11018  -9.99151  0.097
H  -17.78632  -22.83555  -8.95402  0.096
H  -19.55012  -23.09267  -9.03146  0.084
H  -18.63690  -23.89971  -6.96046  0.138
H  -19.55162  -25.91156  -8.94113  0.085
H  -20.41189  -25.34367  -7.59100  0.079
H  -19.09303  -26.51706  -7.38058  0.054
H  -17.19663  -25.77818  -7.16927  0.061
C  -27.82455  -27.91379  -11.75579  -0.051
C  -28.42144  -26.54956  -12.20832  -0.502
C  -27.36868  -25.72139  -12.91218  -0.055
O  -29.38837  -26.87363  -13.14980  -0.035
H  -27.39527  -28.56753  -12.51503  0.069
H  -28.52298  -28.48556  -11.14473  0.074
H  -26.99664  -27.76235  -11.06316  0.057
H  -28.76100  -25.96387  -11.35405  0.111
H  -26.52333  -25.64048  -12.22885  0.064
H  -27.68596  -24.70977  -13.16525  0.083
H  -27.12854  -26.23189  -13.84483  0.084
H  -30.11464  -27.38815  -12.79009  0.097
C  -27.10601  -23.94174  -9.83044  -0.049
C  -27.58115  -23.21720  -8.56543  -0.474
C  -29.09027  -23.03691  -8.51621  -0.067
O  -27.21058  -23.95603  -7.39279  -0.054
H  -27.73428  -24.80211  -10.06095  0.057
H  -26.05575  -24.21799  -9.73692  0.051
H  -27.15621  -23.21645  -10.64256  0.090
H  -27.20947  -22.19377  -8.61588  0.136
H  -29.39272  -22.80823  -7.49429  0.083
H  -29.68469  -23.90250  -8.80867  0.076
H  -29.41107  -22.23661  -9.18307  0.082
H  -27.68913  -24.78158  -7.49787  0.082
C  -22.48349  -29.67501  -11.96491  -0.054
C  -23.06368  -28.82001  -13.10712  -0.455
C  -24.56156  -29.12703  -13.28733  -0.038
O  -22.95593  -27.46450  -12.71552  -0.087
H  -23.06013  -29.44793  -11.06824  0.061
H  -21.46651  -29.28487  -11.92447  0.079
H  -22.42301  -30.75543  -12.09580  0.082
H  -22.42824  -29.01868  -13.97017  0.137
H  -25.03759  -29.28228  -12.31913  0.066
H  -24.57333  -30.11199  -13.75403  0.083
H  -25.06148  -28.33818  -13.84938  0.078
H  -22.83750  -26.88844  -13.47429  0.039

Values from the calculation:
- DFT total energy: -1649.9167 Eh
- E_HOMO (alpha / beta): -11.72 / -11.72 eV
- LUMO level (alpha / beta): -2.37 / -7.09 eV
- Kohn-Sham gap (alpha / beta): 0.344 / 0.170 Ha
- 2S+1: 2
- Net charge: +1

***

Entry 2:
Molecular formula: C27H69N6O6
Method: DFT, wB97M-V/def2-TZVPD

Last column: Löwdin charge in e.
Positions of all 108 atoms, in Å:
C  2.29803  4.50127  0.99996  -0.057
C  1.78371  5.60290  0.00658  -0.230
O  1.29797  5.11161  -1.25367  -0.106
C  0.23164  4.20394  -1.12106  -0.154
N  -0.90278  4.68869  -0.30277  -0.040
C  -1.49166  5.83851  -0.23632  0.092
C  -2.67400  5.69058  0.78967  -0.097
C  -2.57445  4.28441  1.54032  -0.085
C  -1.48190  3.65271  0.57964  -0.098
H  3.35521  4.20707  0.78597  0.085
H  1.63048  3.61790  1.11016  0.060
H  2.33453  4.98699  2.01312  0.091
H  2.66746  6.24608  -0.23948  0.137
H  1.05865  6.30446  0.50693  0.110
H  0.60387  3.21440  -0.74863  0.146
H  -0.14997  4.00614  -2.15748  0.168
H  -1.18693  6.73360  -0.81324  0.175
H  -2.99845  6.59502  1.34554  0.126
H  -3.55887  5.52105  0.10349  0.137
H  -3.49391  3.67455  1.40123  0.123
H  -2.26079  4.55323  2.56835  0.122
H  -0.63323  3.43327  1.28536  0.132
H  -1.67848  2.65314  0.13212  0.140
C  6.73988  3.66445  5.74233  -0.068
C  5.23968  3.89147  5.58556  -0.429
C  4.58892  2.98781  4.52209  -0.204
O  4.82893  3.39302  3.18025  -0.215
C  6.07173  2.96650  2.64691  -0.101
N  5.00027  5.31321  5.31082  0.039
H  7.31644  4.10247  4.92656  0.066
H  7.09636  4.12413  6.66545  0.080
H  6.97240  2.59787  5.79144  0.081
H  4.77466  3.64783  6.54605  0.136
H  3.50385  3.04333  4.65309  0.117
H  4.86586  1.93626  4.66328  0.120
H  6.36606  1.98465  3.02662  0.094
H  6.85050  3.70259  2.85457  0.079
H  5.96248  2.90025  1.56261  0.076
H  3.99678  5.48039  5.30141  0.066
H  5.28306  5.48756  4.34844  0.067
C  -2.27011  -0.74545  1.37451  -0.068
C  -1.92008  -0.77035  -0.11149  -0.435
C  -2.31489  -2.08038  -0.81430  -0.203
O  -1.44414  -3.16655  -0.55110  -0.182
C  -1.70175  -3.84866  0.66720  -0.095
N  -0.48691  -0.48210  -0.26827  0.038
H  -1.58887  -1.34711  1.97631  0.069
H  -2.21489  0.27665  1.75991  0.058
H  -3.28626  -1.10875  1.54394  0.083
H  -2.48593  0.03844  -0.58965  0.121
H  -2.25455  -1.91203  -1.89390  0.108
H  -3.35501  -2.35573  -0.60006  0.123
H  -2.76850  -3.87811  0.90621  0.078
H  -1.14288  -3.38828  1.48510  0.076
H  -1.34336  -4.87343  0.56129  0.090
H  -0.27668  -0.40790  -1.26133  0.068
H  0.02098  -1.31568  0.02316  0.073
C  -2.90949  -0.91767  -7.56207  -0.071
C  -1.61469  -1.26844  -6.83570  -0.429
C  -1.83862  -1.89539  -5.44742  -0.199
O  -2.19979  -0.96364  -4.43406  -0.215
C  -3.57801  -0.63029  -4.40865  -0.108
N  -0.77196  -0.06918  -6.76026  0.037
H  -3.38254  -0.01915  -7.16304  0.063
H  -2.71037  -0.72911  -8.61826  0.079
H  -3.62826  -1.73850  -7.50137  0.080
H  -1.09381  -2.01206  -7.44664  0.137
H  -0.89063  -2.32985  -5.11824  0.123
H  -2.56035  -2.71960  -5.48919  0.122
H  -4.21320  -1.47511  -4.68697  0.096
H  -3.77087  0.22179  -5.06386  0.074
H  -3.83237  -0.32755  -3.39027  0.077
H  0.12808  -0.32647  -6.36194  0.071
H  -1.18052  0.54334  -6.05745  0.063
C  -4.45383  -7.10314  1.95289  -0.071
C  -5.50402  -6.30403  2.71836  -0.429
C  -6.94838  -6.75198  2.43071  -0.205
O  -7.46185  -6.30599  1.18408  -0.192
C  -7.09105  -7.10399  0.07264  -0.105
N  -5.31352  -4.87607  2.43684  0.035
H  -4.39926  -6.82116  0.90031  0.062
H  -3.46359  -6.93145  2.37971  0.074
H  -4.65804  -8.17488  2.00956  0.080
H  -5.31949  -6.46828  3.78470  0.135
H  -7.59627  -6.30381  3.18930  0.121
H  -7.05982  -7.83832  2.52890  0.120
H  -7.01647  -8.16300  0.33368  0.092
H  -6.14840  -6.75215  -0.35244  0.073
H  -7.86016  -6.99004  -0.69277  0.088
H  -5.95205  -4.34029  3.01971  0.072
H  -5.65270  -4.70755  1.49149  0.066
C  3.75907  -0.44047  -2.04051  -0.071
C  3.96444  -0.60083  -0.53721  -0.435
C  5.27401  0.02795  -0.02467  -0.214
O  6.43811  -0.73303  -0.30190  -0.185
C  6.96968  -0.54962  -1.60379  -0.101
N  3.87408  -2.02420  -0.19545  0.042
H  4.38519  -1.11737  -2.62238  0.067
H  2.72256  -0.66010  -2.30544  0.067
H  3.97383  0.58311  -2.35925  0.076
H  3.13859  -0.07869  -0.04117  0.127
H  5.21393  0.08175  1.06650  0.116
H  5.39109  1.05955  -0.38130  0.111
H  6.83839  0.47574  -1.96074  0.090
H  6.51658  -1.25461  -2.30373  0.076
H  8.03774  -0.76729  -1.56288  0.090
H  3.91600  -2.12108  0.81614  0.073
H  4.73283  -2.46770  -0.51528  0.073

Values from the calculation:
- DFT total energy: -1849.6920 Eh
- E_HOMO: -10.69 eV
- LUMO level: -4.11 eV
- Kohn-Sham gap: 0.242 Ha
- 2S+1: 1
- Net charge: +1